1.
DFT (ωB97M-V with the def2-TZVPD basis set) results for C39H31CdCl2F3NO6S as an isolated structure at a distorted geometry.

Last column: Mulliken charge in e.
CARTESIAN COORDINATES (ANGSTROEM)
1 Cd -0.280 0.764 -0.265  1.808
2 O -2.021 -1.241 -0.219  -0.694
3 C -3.401 -0.834 -0.143  2.509
4 C -3.477 0.712 -0.321  0.063
5 O -4.627 1.155 -0.173  -0.712
6 O -2.437 1.346 -0.673  -0.665
7 C -4.164 -1.460 -1.318  -0.552
8 C -4.874 -2.668 -1.209  0.080
9 C -5.479 -3.265 -2.332  -0.914
10 C -5.514 -2.587 -3.547  -0.503
11 C -4.783 -1.401 -3.686  -0.902
12 C -4.112 -0.883 -2.591  -0.115
13 C -3.968 -1.152 1.187  -0.171
14 C -3.153 -1.387 2.335  -0.319
15 C -3.720 -1.715 3.546  -0.520
16 C -5.083 -1.813 3.690  -0.454
17 C -5.900 -1.551 2.604  -1.056
18 C -5.358 -1.241 1.368  -0.216
19 H -1.983 -2.230 -0.077  0.413
20 H -5.041 -3.162 -0.239  0.372
21 H -6.026 -4.206 -2.273  0.375
22 H -6.023 -2.973 -4.397  0.414
23 H -4.747 -0.824 -4.620  0.374
24 H -3.610 0.067 -2.795  0.482
25 H -2.062 -1.264 2.244  0.262
26 H -3.032 -1.888 4.397  0.215
27 H -5.553 -2.038 4.629  0.423
28 H -6.974 -1.744 2.753  0.298
29 H -5.960 -0.941 0.484  0.467
30 F -1.088 0.110 9.494  -0.278
31 C -0.144 0.898 8.848  0.967
32 F -0.102 2.160 9.406  -0.274
33 F 1.048 0.287 9.123  -0.255
34 C -0.395 0.931 7.366  0.143
35 C -0.688 -0.266 6.700  -0.605
36 C -0.555 -0.349 5.319  -0.511
37 C -0.263 0.801 4.571  0.261
38 C -0.122 2.058 5.242  -0.533
39 C -0.242 2.135 6.618  -0.597
40 C -0.294 0.790 3.149  0.490
41 C -0.306 0.809 1.910  -1.268
42 H -0.899 -1.184 7.287  0.336
43 H -0.681 -1.259 4.721  0.539
44 H 0.102 2.906 4.620  0.499
45 H -0.236 3.118 7.108  0.372
46 C -0.167 -0.039 -5.114  -1.004
47 S -0.507 -0.652 -3.420  0.740
48 C 0.798 -1.887 -3.399  -1.052
49 O 0.011 0.560 -2.591  -0.692
50 H 0.893 0.333 -5.144  0.077
51 H -0.831 0.731 -5.366  0.409
52 H -0.288 -0.890 -5.812  0.377
53 H 1.086 -2.103 -2.389  0.235
54 H 1.603 -1.497 -3.974  0.347
55 H 0.373 -2.794 -3.846  0.433
56 Cl 3.507 0.846 -4.579  -0.255
57 C 3.619 2.243 -3.530  0.784
58 C 2.524 3.108 -3.595  -0.602
59 C 2.629 4.424 -3.149  -0.828
60 C 3.760 4.821 -2.443  -0.362
61 C 4.790 3.917 -2.149  0.810
62 Cl 5.982 4.417 -1.017  -0.230
63 C 4.736 2.592 -2.697  -0.813
64 N 5.753 1.691 -2.403  0.075
65 C 5.630 0.332 -2.126  0.143
66 C 6.484 -0.614 -2.726  -0.597
67 C 6.310 -1.981 -2.540  -0.462
68 C 5.347 -2.410 -1.668  -0.828
69 C 4.547 -1.467 -0.972  -0.466
70 C 4.649 -0.083 -1.177  0.683
71 C 3.806 0.876 -0.348  -1.046
72 C 2.311 0.777 -0.518  1.432
73 O 1.656 1.878 -0.676  -1.019
74 O 1.793 -0.418 -0.519  -0.909
75 H 1.660 2.746 -4.106  0.356
76 H 1.845 5.096 -3.380  0.443
77 H 3.858 5.818 -2.073  0.420
78 H 6.697 2.018 -2.554  0.279
79 H 7.230 -0.180 -3.384  0.361
80 H 6.925 -2.712 -3.102  0.336
81 H 5.263 -3.490 -1.403  0.335
82 H 3.797 -1.847 -0.244  0.318
83 H 4.221 1.857 -0.404  0.272
84 H 3.929 0.464 0.693  0.452

Forces on atoms 1 to 2 (eV/Å):
-0.876 -0.018 0.252
0.000 -1.570 -0.058

E_tot = -3796.92146 Eh
Orbital gap = 0.27765 Eh
Net charge = -1
E_HOMO = -5.56 eV
Energy above the lowest of the compared OMol25 structures with the same formula, charge and spin = 0.0 kcal per mole
Maximum force = 2.77 eV/A



2.
DFT (ωB97M-V with the def2-TZVPD basis set) results for C39H31N4O7PS2Sn as an isolated structure at a distorted geometry.

Last column: Mulliken charge in e.
CARTESIAN COORDINATES (ANGSTROEM)
1 Sn 0.636 -0.839 -0.219  1.021
2 O 2.484 3.036 1.147  -0.597
3 C 1.485 3.967 1.140  0.400
4 C 1.863 5.308 1.230  -0.608
5 C 0.894 6.306 1.204  -0.273
6 C -0.452 5.981 1.112  -0.991
7 C -0.831 4.641 1.065  -0.441
8 C 0.124 3.611 1.080  -0.076
9 C -0.303 2.222 1.080  1.209
10 O 0.546 1.272 0.890  0.108
11 N -1.603 2.109 1.326  -1.039
12 N -2.248 0.988 1.477  0.908
13 C -3.557 0.869 1.670  -0.678
14 C -3.876 -0.466 1.836  0.455
15 C -5.084 -1.200 2.046  -1.079
16 C -4.992 -2.576 2.166  -0.628
17 C -3.763 -3.244 2.074  -0.717
18 C -2.565 -2.544 1.855  0.096
19 C -2.683 -1.209 1.742  0.711
20 O -1.617 -0.319 1.530  0.065
21 H 1.987 2.172 1.060  0.195
22 H 2.928 5.541 1.297  0.411
23 H 1.188 7.356 1.258  0.378
24 H -1.219 6.752 1.077  0.392
25 H -1.881 4.388 1.034  0.386
26 H -4.195 1.757 1.682  0.532
27 H -6.035 -0.674 2.121  0.424
28 H -5.895 -3.161 2.319  0.390
29 H -3.725 -4.329 2.164  0.452
30 H -1.615 -3.074 1.777  0.152
31 O 0.842 -3.394 -0.186  -0.524
32 C 0.741 -4.232 0.770  -0.403
33 C 0.799 -3.962 2.168  0.430
34 C 0.631 -5.040 3.026  -0.371
35 C 0.735 -4.846 4.389  -0.726
36 C 1.020 -3.595 4.951  -0.323
37 C 1.162 -2.509 4.113  -0.627
38 C 1.020 -2.636 2.706  0.226
39 O 1.076 -1.569 1.970  -0.106
40 N 0.538 -5.960 5.266  0.975
41 O 0.251 -7.070 4.762  -0.618
42 O 0.657 -5.763 6.501  -0.625
43 H 0.618 -5.297 0.498  0.351
44 H 0.408 -6.028 2.630  0.552
45 H 1.115 -3.507 6.036  0.502
46 H 1.361 -1.504 4.493  0.487
47 N 3.267 -1.033 -0.663  -0.488
48 C 3.992 -0.874 0.538  0.817
49 C 4.366 0.409 0.962  -0.488
50 C 5.014 0.567 2.181  -0.559
51 C 5.289 -0.541 2.980  -0.639
52 C 4.922 -1.811 2.545  -0.531
53 C 4.274 -1.985 1.332  -0.566
54 H 3.434 -0.281 -1.332  0.290
55 H 3.404 -1.944 -1.098  0.226
56 H 4.151 1.274 0.341  0.416
57 H 5.286 1.568 2.509  0.398
58 H 5.802 -0.415 3.932  0.387
59 H 5.165 -2.674 3.164  0.397
60 H 3.963 -2.982 1.010  0.313
61 S 1.287 0.951 -2.471  -0.650
62 P -0.638 0.830 -3.004  1.660
63 S -1.874 0.069 -1.621  -0.604
64 C -0.804 -0.157 -4.507  0.102
65 C -1.948 0.018 -5.293  -0.388
66 C -2.138 -0.774 -6.422  -0.646
67 C -1.200 -1.738 -6.762  -0.431
68 C -0.062 -1.911 -5.984  -0.589
69 C 0.137 -1.124 -4.845  -0.502
70 C -1.208 2.460 -3.526  -0.195
71 C -2.188 3.160 -2.822  -0.186
72 C -2.626 4.399 -3.300  -0.598
73 C -2.076 4.940 -4.458  -0.447
74 C -1.067 4.259 -5.132  -0.686
75 C -0.623 3.020 -4.663  -0.239
76 H -2.691 0.771 -5.034  0.376
77 H -3.027 -0.626 -7.036  0.378
78 H -1.363 -2.361 -7.641  0.362
79 H 0.677 -2.666 -6.243  0.391
80 H 1.030 -1.234 -4.229  0.336
81 H -2.611 2.723 -1.912  0.301
82 H -3.411 4.933 -2.769  0.404
83 H -2.436 5.894 -4.838  0.373
84 H -0.615 4.674 -6.030  0.392
85 H 0.173 2.484 -5.190  0.359

Forces on atoms 1 to 2 (eV/Å):
-0.024 0.042 0.009
-1.284 -0.176 -0.064

E_tot = -3602.44624 Eh
Orbital gap = 0.23211 Eh
Net charge = 0
E_HOMO = -7.62 eV
Energy above the lowest of the compared OMol25 structures with the same formula, charge and spin = 0.0 kcal per mole
Maximum force = 3.28 eV/A



3.
DFT (ωB97M-V with the def2-TZVPD basis set) results for C39H31N7O4PSZr as an isolated structure at a distorted geometry.

Last column: Mulliken charge in e.
CARTESIAN COORDINATES (ANGSTROEM)
1 Zr -0.346 0.348 0.077  -0.703
2 N 0.173 3.313 3.478  -0.341
3 C -0.129 2.694 2.332  0.729
4 S 1.187 2.225 1.295  -0.309
5 N -1.431 2.584 2.108  -1.959
6 N -1.719 1.854 1.009  1.686
7 C -2.907 1.928 0.549  -1.042
8 C -3.236 1.180 -0.664  1.367
9 C -4.428 1.384 -1.325  -0.866
10 C -4.644 0.756 -2.536  -0.349
11 C -3.661 -0.069 -3.057  -1.126
12 C -2.508 -0.254 -2.326  -0.219
13 N -2.301 0.339 -1.147  0.711
14 H 1.131 3.510 3.696  0.226
15 H -0.566 3.695 4.044  0.250
16 H -3.635 2.573 1.019  0.464
17 H -5.166 2.047 -0.895  0.509
18 H -5.567 0.918 -3.077  0.442
19 H -3.781 -0.562 -4.010  0.486
20 H -1.723 -0.900 -2.689  0.439
21 O -0.640 4.575 -0.974  -0.711
22 C 0.568 4.710 -1.552  0.466
23 C 1.012 6.011 -1.784  -0.682
24 C 2.245 6.231 -2.357  -0.327
25 C 3.072 5.161 -2.716  -0.789
26 C 2.640 3.876 -2.490  -0.572
27 C 1.386 3.624 -1.910  0.199
28 C 0.972 2.248 -1.658  1.042
29 O -0.255 1.981 -1.258  -0.430
30 N 1.826 1.270 -1.885  -1.733
31 N 1.212 0.085 -1.579  1.594
32 C 1.615 -0.990 -2.109  -1.317
33 C 0.768 -2.164 -1.880  1.132
34 C 0.926 -3.317 -2.624  -1.091
35 C 0.031 -4.357 -2.447  -0.630
36 C -0.989 -4.210 -1.520  -1.166
37 C -1.084 -3.023 -0.814  -0.730
38 N -0.228 -2.009 -0.986  1.854
39 H -0.822 3.626 -0.901  0.289
40 H 0.363 6.831 -1.500  0.457
41 H 2.575 7.250 -2.534  0.390
42 H 4.040 5.343 -3.165  0.423
43 H 3.254 3.027 -2.758  0.452
44 H 2.470 -1.008 -2.774  0.504
45 H 1.747 -3.388 -3.329  0.522
46 H 0.130 -5.272 -3.020  0.477
47 H -1.717 -4.993 -1.349  0.497
48 H -1.870 -2.862 -0.090  0.563
49 O -1.904 -1.113 1.183  -0.545
50 C -0.942 -1.172 1.983  0.534
51 O -0.191 -0.137 2.094  -0.354
52 C -0.395 -2.391 2.615  0.256
53 C -1.159 -3.260 3.376  -0.349
54 C -0.547 -4.347 3.977  -0.757
55 C 0.815 -4.557 3.798  -0.785
56 C 1.570 -3.698 3.005  0.267
57 C 0.979 -2.597 2.392  -0.995
58 P 1.921 -1.451 1.255  1.904
59 C 3.097 -2.641 0.465  0.520
60 C 2.597 -3.867 0.012  -0.346
61 C 3.410 -4.778 -0.646  -0.814
62 C 4.746 -4.477 -0.883  -0.734
63 C 5.256 -3.263 -0.451  -0.740
64 C 4.441 -2.352 0.212  -0.790
65 C 2.953 -0.505 2.428  0.725
66 C 2.776 -0.585 3.803  -0.878
67 C 3.541 0.202 4.656  -0.832
68 C 4.489 1.075 4.142  -0.648
69 C 4.653 1.181 2.767  -0.952
70 C 3.877 0.410 1.920  -0.277
71 H -2.216 -3.068 3.518  0.553
72 H -1.126 -5.022 4.597  0.433
73 H 1.296 -5.402 4.278  0.478
74 H 2.629 -3.886 2.873  0.579
75 H 1.560 -4.129 0.197  0.549
76 H 3.000 -5.727 -0.975  0.461
77 H 5.386 -5.188 -1.393  0.414
78 H 6.300 -3.023 -0.617  0.465
79 H 4.874 -1.430 0.553  0.398
80 H 2.036 -1.256 4.223  0.358
81 H 3.398 0.126 5.728  0.453
82 H 5.090 1.682 4.808  0.414
83 H 5.367 1.883 2.355  0.429
84 H 3.959 0.561 0.851  0.525

Forces on atoms 1 to 2 (eV/Å):
0.566 -0.885 -0.652
0.275 0.068 0.038

E_tot = -2975.65167 Eh
Orbital gap = 0.24586 Eh
Net charge = +1
E_HOMO = -10.25 eV
Energy above the lowest of the compared OMol25 structures with the same formula, charge and spin = 19.3 kcal per mole
Maximum force = 1.28 eV/A



How do the records compare in LUMO? In the order shown, they have 2.00 -1.30 -3.56 eV.